[1]
Computed, not measured: an isolated ion of composition C3H12NOP2 and charge +1 in a non-equilibrium geometry, with wB97M-V/def2-TZVPD.

Each line ends with the natural charge from an NBO analysis.
Geometry (Å):
C1 -0.48 -0.79 -0.66  -0.4945
C2 -1.76 -0.46 0.00  -0.2152
C3 1.02 -0.17 -0.14  -0.1943
N1 -2.04 1.01 -0.16  -0.7008
O1 1.66 0.23 -1.30  -0.7260
P1 2.13 -1.56 0.70  0.2770
P2 0.90 1.44 0.72  0.2616
H1 -0.57 -0.56 -1.74  0.2179
H2 -0.26 -1.86 -0.57  0.2712
H3 -1.86 -0.48 1.02  0.2228
H4 -2.64 -1.01 -0.52  0.2440
H5 -1.17 1.51 0.11  0.4351
H6 -2.77 1.41 0.36  0.4380
H7 -2.19 1.17 -1.19  0.4355
H8 1.37 -0.35 -1.94  0.4681
H9 3.51 -0.91 0.63  0.0364
H10 1.88 -1.09 1.97  -0.0316
H11 0.97 0.78 1.94  -0.0095
H12 2.29 1.70 0.77  0.0644

As for the HOMO energy: -12.5 eV. Its total charge is +1. As for the energy above the lowest of the compared OMol25 structures with the same formula, charge and spin: 40.8 kcal/mol. The orbital gap is 9.0 eV. As for the SMILES: [NH3+]CCC(O)(P)P. The molar mass is 140.08 g/mol.

---

[2]
Computed, not measured: one molecule with the formula Br2FP in a non-equilibrium geometry, with wB97M-V/def2-TZVPD.

Each line ends with the natural charge from an NBO analysis.
Geometry (Å):
F1 0.66 -1.33 -0.49  -0.5817
P1 0.31 -0.24 0.67  1.1048
Br1 -2.16 0.00 -0.09  -0.3595
Br2 1.18 1.57 -0.09  -0.1636

As for the HOMO energy: -10.3 eV. As for the energy above the lowest of the compared OMol25 structures with the same formula, charge and spin: 14.5 kcal/mol. The orbital gap is 9.0 eV. As for the SMILES: FP(Br)Br. The molar mass is 209.78 g/mol.

---

| no. | LUMO level (Eh) |
| --- | --- |
| 1 | -0.127 |
| 2 | -0.049 |